The following is a quantum chemistry calculation of a cluster of 2 separate species, C2H7NS2 in total at a distorted geometry, from the OMol25 dataset.

Its energy above the lowest of the compared OMol25 structures with the same formula, charge and spin is 1.285 eV. The value obtained for the HOMO-LUMO gap is 8.9 eV. Its HOMO energy is -8.50 eV. The value obtained for the molar mass is 109.22 g/mol. For the total energy, the calculation gives -931.47636 Eh.

ORCA input file:
```
! wB97M-V def2-TZVPD RIJCOSX def2/J DEFGRID3
* xyz 0 1
C 1.088 -1.209 2.675
C 1.284 -0.340 1.677
N 2.243 -0.459 0.687
H 1.498 -2.210 2.641
H 0.765 -0.832 3.637
H 0.808 0.619 1.860
H 2.962 -1.110 0.951
H 2.627 0.378 0.275
S -1.813 0.466 -0.426
S -0.381 0.482 -1.934
H -1.078 0.204 0.665
H 0.502 -0.395 -1.424
*
```

These are the natural (NBO) partial charges, in e, on atoms 1 to 4:
1 C -0.5175
2 C -0.0047
3 N -0.8304
4 H 0.1872

The following is a quantum chemistry calculation of a cluster of 3 separate species, C2H7NS5 in total, from the OMol25 dataset.

Its energy above the lowest of the compared OMol25 structures with the same formula, charge and spin is 0.000 eV. The value obtained for the HOMO-LUMO gap is 8.5 eV. Its HOMO energy is -8.77 eV. The value obtained for the molar mass is 205.42 g/mol. For the total energy, the calculation gives -2126.02645 Eh.

ORCA input file:
```
! wB97M-V def2-TZVPD RIJCOSX def2/J DEFGRID3
* xyz 0 1
S -1.088 2.865 1.605
C -0.450 1.869 0.299
N 0.574 2.096 -0.401
S 1.539 3.446 -0.246
H -2.115 2.073 1.897
H -1.003 0.964 0.102
H 2.264 3.130 -1.327
S 0.338 -2.402 1.258
C 1.062 -1.066 0.703
S 2.289 -0.188 1.562
H 0.815 -0.652 -0.265
H 2.427 0.792 0.665
S -1.876 -2.251 -1.636
H -0.700 -2.858 -1.600
H -2.286 -2.891 -0.550
*
```

These are the natural (NBO) partial charges, in e, on atoms 1 to 4:
1 S 0.0109
2 C -0.0550
3 N -0.6235
4 S 0.2012

The following is a quantum chemistry calculation of a structure of composition C2H7O2 at a distorted geometry, from the OMol25 dataset.

Its energy above the lowest of the compared OMol25 structures with the same formula, charge and spin is 0.968 eV. The value obtained for the HOMO-LUMO gap is 8.1 eV. Its HOMO energy is -3.44 eV. The value obtained for the molar mass is 63.08 g/mol. For the total energy, the calculation gives -230.84908 Eh.

ORCA input file:
```
! wB97M-V def2-TZVPD RIJCOSX def2/J DEFGRID3
* xyz -1 1
C -0.847 0.006 0.130
O -0.368 0.717 1.275
C -0.247 0.373 -1.350
H -2.007 0.226 0.183
H -0.808 -1.172 0.184
H 0.886 0.446 -1.342
H -0.743 1.181 -1.830
H -0.413 -0.525 -1.928
H 0.853 0.376 1.385
H 1.846 -1.150 1.990
O 1.848 -0.477 1.303
*
```

These are the natural (NBO) partial charges, in e, on atoms 1 to 4:
1 C -0.0257
2 O -0.8697
3 C -0.6560
4 H 0.1177

The following is a quantum chemistry calculation of a cluster of 2 separate species, C2H7O2 in total at a distorted geometry, from the OMol25 dataset.

Its energy above the lowest of the compared OMol25 structures with the same formula, charge and spin is 0.877 eV. The value obtained for the HOMO-LUMO gap is 11.4 eV. Its HOMO energy is -17.30 eV. The value obtained for the molar mass is 63.08 g/mol. For the total energy, the calculation gives -230.56854 Eh.

ORCA input file:
```
! wB97M-V def2-TZVPD RIJCOSX def2/J DEFGRID3
* xyz 1 1
O -2.347 -0.117 -0.061
H -2.655 0.535 -0.704
H 2.656 0.134 -0.223
H -2.915 -0.888 -0.170
C 1.751 -0.462 -0.042
C 0.713 0.549 0.108
O -0.141 0.529 1.020
H 1.760 -1.193 0.756
H 1.521 -1.011 -0.967
H 0.800 1.413 -0.536
H -1.142 0.511 0.820
*
```

These are the natural (NBO) partial charges, in e, on atoms 1 to 4:
1 O -0.9665
2 H 0.5061
3 H 0.2872
4 H 0.5276

The following is a quantum chemistry calculation of a structure of composition C2H7O2PS at a distorted geometry, from the OMol25 dataset.

Its energy above the lowest of the compared OMol25 structures with the same formula, charge and spin is 1.129 eV. The value obtained for the HOMO-LUMO gap (spin up / spin down) is 8.3 / 7.9 eV. Its HOMO energy (spin up / spin down) is -7.56 / -10.98 eV. The value obtained for the molar mass is 126.12 g/mol. For the total energy, the calculation gives -970.24573 Eh.

ORCA input file:
```
! wB97M-V def2-TZVPD RIJCOSX def2/J DEFGRID3
* xyz 0 3
C -1.714 -0.004 1.108
C -0.431 -0.679 0.710
O 0.679 1.741 0.215
O -0.406 0.493 -1.724
P 2.930 -0.489 -1.206
S 0.426 0.494 -0.508
H -2.529 -0.597 1.122
H -1.650 0.578 1.994
H -1.972 0.738 0.432
H -0.497 -1.531 0.168
H 0.176 -0.849 1.698
H 2.769 0.864 -1.665
H 2.219 -0.759 -2.343
*
```

These are the natural (NBO) partial charges, in e, on atoms 1 to 4:
1 C -0.6329
2 C -0.5400
3 O -0.8452
4 O -0.8473

The following is a quantum chemistry calculation of a cluster of 2 separate species, C2H7O4 in total at a distorted geometry, from the OMol25 dataset.

Its energy above the lowest of the compared OMol25 structures with the same formula, charge and spin is 6.342 eV. The value obtained for the HOMO-LUMO gap is 5.7 eV. Its HOMO energy is -2.20 eV. The value obtained for the molar mass is 95.07 g/mol. For the total energy, the calculation gives -381.22712 Eh.

ORCA input file:
```
! wB97M-V def2-TZVPD RIJCOSX def2/J DEFGRID3
* xyz -1 1
O 0.959 -0.171 -2.271
C 3.225 2.519 -2.645
O 2.736 1.264 -2.256
C 1.367 1.077 -2.606
H 4.270 2.593 -2.320
H 3.184 2.645 -3.742
H 2.650 3.341 -2.181
H 1.276 1.243 -3.701
H 0.776 1.867 -2.089
H 0.477 -0.260 -1.215
O -1.871 -0.800 0.671
H -2.016 -1.742 0.811
O -0.435 -0.687 0.687
*
```

These are the natural (NBO) partial charges, in e, on atoms 1 to 4:
1 O -0.7745
2 C -0.2523
3 O -0.5541
4 C 0.2533

The following is a quantum chemistry calculation of a cluster of 2 separate species, C2H7O6PSi in total at a distorted geometry, from the OMol25 dataset.

The value obtained for the HOMO-LUMO gap is 8.2 eV. Its HOMO energy is -1.75 eV. The value obtained for the molar mass is 186.13 g/mol. For the total energy, the calculation gives -1162.93997 Eh.

ORCA input file:
```
! wB97M-V def2-TZVPD RIJCOSX def2/J DEFGRID3
* xyz -2 1
C 1.855 1.190 -0.089
C 0.628 0.507 -0.503
O 0.143 -1.247 1.629
O 2.180 -1.719 0.158
O -0.186 -2.114 -0.835
O -2.195 -0.015 1.584
O -2.241 -0.590 -1.019
O -3.416 1.786 -0.232
Si -2.685 0.398 0.167
P 0.722 -1.353 0.114
H 2.621 0.420 -0.370
H 2.163 2.043 -0.662
H 2.070 1.328 0.900
H 0.674 0.280 -1.512
H -0.701 -0.671 1.681
H -1.468 -1.222 -0.940
H -0.164 0.979 -0.071
*
```

These are the natural (NBO) partial charges, in e, on atoms 1 to 4:
1 C -0.6238
2 C -0.7641
3 O -1.0812
4 O -1.2013

The following is a quantum chemistry calculation of a cluster of 2 separate species, C2H7OPS in total at a distorted geometry, from the OMol25 dataset.

Its energy above the lowest of the compared OMol25 structures with the same formula, charge and spin is 3.494 eV. The value obtained for the HOMO-LUMO gap is 9.6 eV. Its HOMO energy is -9.07 eV. The value obtained for the molar mass is 110.12 g/mol. For the total energy, the calculation gives -895.08767 Eh.

ORCA input file:
```
! wB97M-V def2-TZVPD RIJCOSX def2/J DEFGRID3
* xyz 0 1
C -2.311 0.618 -0.419
C -1.979 -0.183 0.613
H -3.266 0.881 -0.810
H -1.588 1.252 -0.941
H -2.654 -0.713 1.313
H -1.030 -0.467 0.988
O 1.582 1.628 -0.021
S 2.769 0.563 0.437
P 1.856 -1.251 -0.132
H 1.398 1.420 -0.907
H 2.915 -1.697 -1.001
H 2.308 -2.052 0.881
*
```

These are the natural (NBO) partial charges, in e, on atoms 1 to 4:
1 C -0.3881
2 C -0.3772
3 H 0.1961
4 H 0.1855

The following is a quantum chemistry calculation of a cluster of 2 separate species, C2H7OPS2 in total at a distorted geometry, from the OMol25 dataset.

Its energy above the lowest of the compared OMol25 structures with the same formula, charge and spin is 2.225 eV. The value obtained for the HOMO-LUMO gap is 8.8 eV. Its HOMO energy is -8.39 eV. The value obtained for the molar mass is 142.19 g/mol. For the total energy, the calculation gives -1293.33003 Eh.

ORCA input file:
```
! wB97M-V def2-TZVPD RIJCOSX def2/J DEFGRID3
* xyz 0 1
C -0.724 2.285 0.478
P -0.105 0.564 0.371
S 0.059 0.743 -1.705
S -2.036 -0.407 0.723
H -1.547 2.424 -0.085
H -0.905 2.559 1.558
H 0.036 2.971 0.167
H -0.274 -0.565 -1.848
H -1.784 -1.687 1.077
C 1.876 -2.166 -0.206
O 0.823 -1.967 0.319
H 1.840 -2.510 -1.231
H 2.739 -2.244 0.382
*
```

These are the natural (NBO) partial charges, in e, on atoms 1 to 4:
1 C -0.9603
2 P 0.6421
3 S -0.3428
4 S -0.3603

The following is a quantum chemistry calculation of a cluster of 2 separate species, C2H7OS in total, from the OMol25 dataset.

Its energy above the lowest of the compared OMol25 structures with the same formula, charge and spin is 0.080 eV. The value obtained for the HOMO-LUMO gap is 7.0 eV. Its HOMO energy is -2.89 eV. The value obtained for the molar mass is 79.14 g/mol. For the total energy, the calculation gives -553.86099 Eh.

ORCA input file:
```
! wB97M-V def2-TZVPD RIJCOSX def2/J DEFGRID3
* xyz -1 1
S -1.390 1.287 -0.953
H -2.478 1.671 -0.322
C 1.083 -1.319 0.403
O -0.270 -1.254 0.781
C 1.854 -0.063 0.733
H 1.536 -2.154 0.949
H 1.190 -1.638 -0.646
H -0.636 -0.452 0.327
H 1.825 0.094 1.811
H 2.893 -0.151 0.401
H 1.418 0.823 0.294
*
```

These are the natural (NBO) partial charges, in e, on atoms 1 to 4:
1 S -1.0241
2 H 0.0911
3 C -0.0485
4 O -0.7806

The following is a quantum chemistry calculation of a cluster of 2 separate species, C2H7OS in total, from the OMol25 dataset.

Its energy above the lowest of the compared OMol25 structures with the same formula, charge and spin is 2.046 eV. The value obtained for the HOMO-LUMO gap is 5.6 eV. Its HOMO energy is -2.22 eV. The value obtained for the molar mass is 79.14 g/mol. For the total energy, the calculation gives -553.78876 Eh.

ORCA input file:
```
! wB97M-V def2-TZVPD RIJCOSX def2/J DEFGRID3
* xyz -1 1
C -0.270 -0.938 -0.162
S -1.232 -0.818 -1.720
H 0.789 -0.910 -0.388
H -0.559 -0.094 0.453
H -0.547 -1.871 0.328
H -0.931 0.451 -2.019
C 1.753 1.157 2.084
O 0.689 1.452 1.331
H 1.539 0.802 3.137
H 2.425 0.337 1.695
H 2.454 2.010 2.275
*
```

These are the natural (NBO) partial charges, in e, on atoms 1 to 4:
1 C -0.7058
2 S -0.1441
3 H 0.2161
4 H 0.2929

The following is a quantum chemistry calculation of a cluster of 2 separate species, C2H7OS in total at a distorted geometry, from the OMol25 dataset.

Its energy above the lowest of the compared OMol25 structures with the same formula, charge and spin is 2.211 eV. The value obtained for the HOMO-LUMO gap is 5.8 eV. Its HOMO energy is -2.30 eV. The value obtained for the molar mass is 79.14 g/mol. For the total energy, the calculation gives -553.78268 Eh.

ORCA input file:
```
! wB97M-V def2-TZVPD RIJCOSX def2/J DEFGRID3
* xyz -1 1
C -0.794 0.167 -1.674
S -2.557 0.292 -1.202
H -0.286 -0.611 -1.060
H -0.689 0.040 -2.751
H -0.251 1.045 -1.344
H -2.480 0.515 0.126
C 1.360 -0.287 1.559
O 0.476 -1.004 0.861
H 2.413 -0.392 1.141
H 1.351 0.853 1.710
H 1.457 -0.617 2.634
*
```

These are the natural (NBO) partial charges, in e, on atoms 1 to 4:
1 C -0.7549
2 S -0.1342
3 H 0.3115
4 H 0.1948